(1)
Computed, not measured: 9 unconnected molecules or ions with the total composition C26H52Br10O4 in a non-equilibrium geometry, with ωB97M-V with the def2-TZVPD basis set.

Positions of all 92 atoms, in Å:
Br  6.48569  0.33937  -2.50309
Br  7.48626  -1.17114  0.68573
Br  -1.81207  6.10696  -1.64482
Br  -0.45785  0.47725  -0.37400
Br  -4.40717  -1.44236  -8.62671
Br  0.04968  5.78086  2.64849
Br  -9.98365  -2.60215  -4.09669
Br  0.26417  2.17973  -4.68443
Br  -0.47765  -3.37000  -6.37481
Br  -6.58345  0.41471  -3.80432
O  4.01597  4.03038  0.59436
O  -6.88681  1.61291  1.35656
O  2.98306  -6.00548  -1.66267
O  2.83673  -2.55063  5.19267
C  2.43655  -4.86445  -1.11264
C  0.94923  -5.29865  -0.87015
C  1.01304  -1.43693  6.39151
C  -0.77877  0.90867  -2.28584
C  -8.24892  -0.33865  -4.33451
C  -3.32358  -2.42672  -7.24883
C  -8.41518  -1.61827  -3.42916
C  1.52645  -2.02551  5.04360
C  -6.92381  2.49472  3.53053
C  8.29012  -0.15548  -1.89654
C  -5.56231  2.04946  1.61603
C  6.13402  3.90697  1.69654
C  5.43199  4.43426  0.50431
C  3.35209  -2.12698  6.49737
C  -5.74967  3.08452  2.80498
C  0.54097  1.03389  -3.11735
C  5.01550  3.13648  2.44377
C  8.26852  -1.52147  -1.06215
C  2.18553  -7.12487  -1.57012
C  2.34602  -1.08972  6.99717
C  -0.49086  5.86499  -0.19784
C  1.03394  -6.78164  -0.58139
C  -7.85672  2.19245  2.27774
C  3.93833  2.87116  1.32306
C  -1.84648  -2.51630  -7.64492
C  -1.19219  5.92010  1.20981
H  -9.00974  0.31926  -3.91451
H  -3.74057  -3.42869  -7.35023
H  -8.54699  -1.34406  -2.38249
H  -3.56655  -1.96866  -6.29006
H  2.39700  -1.00259  8.08249
H  2.91669  -4.80871  -0.13568
H  1.21800  1.53074  -2.42246
H  8.94620  -0.42991  -2.72258
H  3.01761  2.75210  1.89420
H  5.33803  2.17877  2.85226
H  1.39188  -6.90159  0.44115
H  0.00054  4.91758  -0.41929
H  0.34778  -5.03931  -1.74141
H  -6.58457  1.52194  3.88651
H  -4.93247  1.17250  1.76548
H  -7.23629  3.11226  4.37261
H  7.59160  -2.28193  -1.45148
H  0.29832  6.61498  -0.25100
H  0.09879  -7.34079  -0.61181
H  -4.88886  3.36081  3.41389
H  0.80451  -2.76966  4.70724
H  -8.62700  1.51648  2.64901
H  -8.28404  3.05534  1.76694
H  3.35529  -2.99758  7.15323
H  2.74949  -7.83751  -0.96829
H  -1.54601  -2.84579  -8.63953
H  9.29991  -1.85665  -0.95258
H  5.89629  4.25861  -0.46609
H  4.32419  -1.64783  6.38097
H  1.83455  -7.60182  -2.48523
H  -1.30102  1.86539  -2.29281
H  -6.08887  4.05422  2.44070
H  0.58371  -4.82739  0.04220
H  0.73327  0.03776  -3.51591
H  -1.50054  0.22673  -2.73539
H  4.51778  3.63730  3.27416
H  -8.47544  -0.54609  -5.38034
H  0.61668  -2.26196  6.98339
H  -5.35263  2.64168  0.72530
H  2.39381  -3.92479  -1.66335
H  0.25226  -0.65672  6.41556
H  -1.46766  -1.49489  -7.68132
H  2.66597  -0.11334  6.63329
H  -7.65197  -2.37558  -3.60830
H  -2.02221  5.21852  1.29330
H  5.39792  5.52370  0.51281
H  6.99214  3.29407  1.42071
H  1.59253  -1.22104  4.31109
H  4.21674  2.05783  0.65292
H  -1.74076  6.84819  1.37051
H  6.56575  4.73166  2.26363
H  8.62188  0.70428  -1.31444

The structure (SMILES) is C1CCOC1.C1CCOC1.C1CCOC1.C1CCOC1.BrCCBr.BrCCBr.BrCCBr.BrCCBr.BrCCBr. For the largest force on an atom, the calculation gives 0.06736 hartree/bohr. The value obtained for the LUMO energy is 0.1 eV. As for the HOMO energy: -9.46 eV. For the molecular weight, the calculation gives 1227.7 Da. The HOMO-LUMO gap is 9.529 eV. As for the multiplicity: 1.

***

(2)
Computed, not measured: 8 unconnected molecules or ions with the total composition C26H52Br14FINO5P in a non-equilibrium geometry, with ωB97M-V with the def2-TZVPD basis set.

Positions of all 101 atoms, in Å:
I  3.42477  -4.60886  -1.23549
Br  -9.16323  7.00955  -5.26425
Br  -0.41482  0.86738  -2.82156
Br  0.81644  -7.33915  6.56934
Br  6.35089  -2.82621  3.75810
Br  5.98253  -1.05528  0.54594
Br  7.58687  -0.74392  -3.26343
Br  -4.86076  7.32677  -1.59985
Br  -5.50658  3.86741  -2.70398
Br  -10.08594  4.96797  -2.33492
Br  7.11161  -4.22043  -4.40155
Br  -1.58004  -6.71998  3.83705
Br  2.18349  3.13190  -4.13692
Br  10.43735  0.23639  0.49223
Br  12.97411  2.58144  -0.80136
P  -0.83432  -1.79529  0.83474
F  -2.15924  -2.15731  5.05839
O  -1.58072  -0.37249  0.23738
O  -0.89223  -2.84794  -0.26918
O  0.72010  -1.32480  1.30047
O  -6.36939  2.63908  0.78877
O  -1.67780  -2.31214  2.20833
N  -4.23979  1.65104  0.43105
C  -10.51544  6.82449  -2.74609
C  -0.40346  -3.64809  3.99073
C  3.66014  -3.89023  0.81815
C  -0.07030  -7.95045  3.91583
C  10.30087  1.56040  -0.93273
C  5.79250  -2.82135  -4.08466
C  -3.07686  2.61307  0.46446
C  -5.28076  2.28573  1.30197
C  6.30290  -1.47529  -4.53502
C  -2.57554  3.00113  -1.02585
C  -0.51803  2.18409  -4.25433
C  1.75999  -2.03272  0.57570
C  -1.28132  -3.64014  2.63623
C  -10.80543  7.00694  -4.21476
C  -3.87746  0.33705  1.03877
C  7.65626  -1.78501  2.75100
C  -6.48472  6.53267  -2.33166
C  -0.75826  -2.44600  4.98146
C  -6.69155  5.13216  -1.81341
C  7.02037  -0.57117  2.12256
C  2.20850  -3.39992  1.31993
C  -5.04881  2.51918  2.86069
C  11.56803  1.61976  -1.74814
C  -3.00323  -0.58577  0.03203
C  0.74838  2.20324  -5.07345
C  0.04948  -8.58278  5.27955
H  -6.51135  5.03645  -0.74264
H  -3.35133  0.42400  2.04749
H  11.40561  2.18511  -2.66702
H  1.55361  -2.18391  -0.53138
H  -7.70212  4.78460  -2.04063
H  -1.36582  1.87073  -4.86641
H  0.59944  2.76682  -5.99586
H  -11.26127  7.98139  -4.39706
H  8.40841  -1.48777  3.48410
H  -0.69022  -4.23403  1.86818
H  5.54161  -2.85502  -3.02484
H  10.04495  2.50863  -0.46235
H  -3.23819  -0.16925  -1.01654
H  -6.40293  6.58409  -3.41625
H  4.09496  -4.71510  1.47081
H  2.69494  -1.36034  0.62910
H  4.91982  -3.11528  -4.67003
H  -3.33168  -1.67324  0.03709
H  -0.62395  -4.63022  4.53410
H  6.79657  -1.50273  -5.50535
H  -3.48619  3.39406  -1.59183
H  -9.68224  7.42997  -2.39222
H  -0.74678  3.14254  -3.78944
H  -4.86736  -0.22896  1.19649
H  -0.42478  -2.78084  6.02998
H  -4.31421  3.40328  2.94699
H  5.48969  -0.74769  -4.56646
H  -0.28213  -8.70755  3.15865
H  -4.52838  1.64844  3.38963
H  6.34824  -0.03877  2.79481
H  -2.20590  2.20960  1.09647
H  0.81467  -7.38759  3.62164
H  -11.44565  6.22807  -4.62737
H  -7.29356  7.18729  -2.00120
H  9.46329  1.22780  -1.54910
H  1.41636  -4.21207  1.27233
H  0.70523  -3.63319  3.73489
H  -5.98361  2.83697  3.42081
H  4.42260  -3.02930  0.82217
H  -1.84500  3.88596  -0.92247
H  -0.11240  -1.55800  4.69141
H  -11.40115  7.04907  -2.14903
H  -3.39476  3.59883  0.96828
H  -0.90528  -8.91452  5.68597
H  -2.25519  -4.22331  2.81602
H  -2.04305  2.14011  -1.54315
H  7.78488  0.11717  1.75966
H  11.96663  0.63685  -1.99686
H  1.11903  1.20811  -5.31643
H  0.74100  -9.42631  5.25132
H  2.36641  -3.09012  2.42026
H  8.10954  -2.45909  2.02549

The structure (SMILES) is CCN(CCO[P@](=O)(OCCCF)OCCCI)C(C)=O.BrCCBr.BrCCBr.BrCCBr.BrCCBr.BrCCBr.BrCCBr.BrCCBr. For the largest force on an atom, the calculation gives 0.08025 hartree/bohr. The value obtained for the LUMO energy is 0.2 eV. As for the HOMO energy: -9.17 eV. For the molecular weight, the calculation gives 1754.2 Da. The HOMO-LUMO gap is 9.381 eV. As for the multiplicity: 1.

***

Question: Look up the molecular weight of the first one.
Answer: 1227.7 Da

***

Question: Which of these has the highest molecular weight?
Answer: C26H52Br14FINO5P

***

Question: The highest HOMO belongs to which entry?
Answer: C26H52Br14FINO5P